(1)
C16H23ClN4O13P3W | ωB97M-V/def2-TZVPD

Output
net charge	+1
HOMO level	-11.4	eV
E_tot	-3371.73392	a.u.
strongest force on any atom	1.28	eV/Å
gap between HOMO and LUMO	6.7	eV
energy above the lowest of the compared OMol25 structures with the same formula, charge and spin	3.7	kcal per mole

Element x y z (Å)
W1 -0.14 0.48 -0.17
C1 0.95 -1.76 -4.54
C2 1.50 -0.91 -3.41
O1 2.86 -0.55 -3.60
P1 1.39 -1.89 -1.79
O2 2.94 -2.31 -1.65
O3 -1.17 -1.04 0.31
O4 1.34 -0.59 -0.72
P2 0.46 0.58 -3.17
O5 1.40 1.53 -2.27
O6 -0.08 1.21 -4.37
O7 -0.59 0.09 -2.08
H1 1.53 -2.68 -4.64
H2 0.98 -1.20 -5.48
H3 -0.09 -2.03 -4.35
H4 3.05 -0.50 -4.55
H5 3.52 -1.74 -2.19
H6 -2.10 -1.11 0.00
H7 1.45 2.44 -2.61
O8 -0.69 1.65 1.69
Cl1 0.54 2.52 1.77
O9 1.21 2.32 2.99
O10 0.24 3.85 1.48
O11 1.33 1.87 0.65
C3 2.97 -2.79 2.92
N1 3.05 -1.39 3.30
C4 2.25 -1.16 4.51
N2 0.86 -1.60 4.37
C5 0.84 -3.00 3.96
N3 1.59 -3.25 2.74
C6 0.97 -2.65 1.57
P3 0.90 -0.81 1.79
C7 2.68 -0.50 2.21
C8 0.11 -0.75 3.46
H8 3.42 -3.39 3.72
H9 3.53 -2.96 2.00
H10 2.27 -0.10 4.76
H11 2.70 -1.72 5.32
H12 -0.20 -3.32 3.82
H13 1.28 -3.60 4.76
H14 -0.04 -3.03 1.42
H15 1.57 -2.88 0.69
H16 2.83 0.54 2.50
H17 3.28 -0.70 1.32
H18 -0.92 -1.11 3.37
H19 0.08 0.27 3.84
O12 -0.64 2.52 -0.83
C9 -1.88 2.29 -0.88
N4 -2.17 1.11 -0.34
C10 -3.43 0.69 -0.75
O13 -3.85 -0.43 -0.57
C11 -4.05 1.89 -1.42
C12 -5.31 2.09 -1.92
C13 -5.57 3.32 -2.54
C14 -4.59 4.30 -2.64
C15 -3.31 4.09 -2.13
C16 -3.06 2.88 -1.52
H20 -6.06 1.32 -1.86
H21 -6.55 3.51 -2.95
H22 -4.83 5.24 -3.12
H23 -2.54 4.85 -2.21

=====

(2)
C40H108N12O10P2 | ωB97M-V/def2-TZVPD

Output
net charge	0
HOMO level	-8.2	eV
E_tot	-3680.67862	a.u.
SMILES string	CN(C)P(=O)(N(C)C)N(C)C.CN(C)P(=O)(N(C)C)N(C)C.COC[C@H](C)N.COC[C@H](C)N.COC[C@H](C)N.COC[C@H](C)N.COC[C@H](C)N.COC[C@H](C)N.O=C1CCCO1
strongest force on any atom	4.20	eV/Å
gap between HOMO and LUMO	8.8	eV

Element x y z (Å)
O1 -19.49 22.75 4.73
P1 -20.80 22.06 4.55
N1 -21.67 22.68 3.27
C1 -21.06 23.83 2.52
C2 -22.97 22.26 2.69
N2 -21.97 22.16 5.85
C3 -21.77 21.47 7.09
C4 -22.50 23.53 5.86
N3 -20.53 20.38 4.16
C5 -21.58 19.47 4.12
C6 -19.40 19.99 3.25
H1 -20.53 23.70 1.58
H2 -20.28 24.27 3.14
H3 -21.86 24.55 2.32
H4 -23.50 23.07 2.20
H5 -23.68 21.81 3.39
H6 -22.72 21.60 1.86
H7 -20.96 22.01 7.59
H8 -22.64 21.80 7.66
H9 -21.69 20.38 7.07
H10 -23.24 23.53 6.66
H11 -21.74 24.30 5.84
H12 -23.22 23.69 5.06
H13 -21.22 18.48 4.40
H14 -22.35 19.79 4.81
H15 -22.02 19.56 3.12
H16 -18.45 20.13 3.77
H17 -19.45 20.65 2.39
H18 -19.35 18.92 3.07
O2 -6.84 20.48 6.38
P2 -5.37 20.44 6.68
N4 -4.47 19.86 5.29
C7 -3.08 19.34 5.33
C8 -5.28 19.43 4.09
N5 -4.75 19.67 8.04
C9 -4.80 20.24 9.40
C10 -4.39 18.22 8.04
N6 -4.72 22.09 6.85
C11 -3.31 22.36 6.55
C12 -5.63 23.25 6.59
H19 -2.54 19.90 4.57
H20 -3.08 18.26 5.17
H21 -2.60 19.56 6.29
H22 -4.73 19.55 3.16
H23 -6.21 20.00 4.02
H24 -5.53 18.38 4.26
H25 -3.93 19.94 9.99
H26 -4.59 21.28 9.15
H27 -5.74 19.90 9.83
H28 -3.83 17.92 8.92
H29 -5.40 17.79 8.05
H30 -4.02 17.96 7.05
H31 -3.11 22.14 5.50
H32 -2.96 23.38 6.69
H33 -2.62 21.58 6.87
H34 -5.25 23.95 5.84
H35 -5.83 23.84 7.49
H36 -6.65 22.92 6.40
O3 -15.16 22.62 13.43
C13 -14.24 22.63 12.61
O4 -13.08 21.96 12.82
C14 -12.09 22.34 11.85
C15 -12.70 23.37 10.87
C16 -14.19 23.55 11.42
H37 -11.75 21.59 11.15
H38 -11.39 22.89 12.48
H39 -12.78 22.90 9.90
H40 -12.14 24.30 11.00
H41 -14.97 23.52 10.66
H42 -14.22 24.59 11.74
C17 -22.26 20.04 18.39
C18 -22.97 21.07 17.52
C19 -24.44 21.22 18.06
O5 -25.13 20.04 17.69
C20 -26.20 19.61 18.56
N7 -22.17 22.26 17.84
H43 -21.22 19.80 18.16
H44 -22.83 19.11 18.42
H45 -22.35 20.38 19.42
H46 -23.02 20.74 16.48
H47 -24.67 22.07 17.41
H48 -24.54 21.42 19.12
H49 -26.96 20.35 18.80
H50 -25.67 19.21 19.42
H51 -26.64 18.65 18.29
H52 -21.20 22.08 17.60
H53 -21.97 22.17 18.83
C21 -17.57 32.20 19.29
C22 -17.61 30.71 18.98
C23 -17.37 30.39 17.41
O6 -16.07 30.99 17.25
C24 -15.71 31.09 15.86
N8 -16.49 30.17 19.85
H54 -18.44 32.66 18.82
H55 -16.62 32.64 18.98
H56 -17.58 32.48 20.34
H57 -18.60 30.36 19.28
H58 -18.19 30.72 16.78
H59 -17.33 29.30 17.40
H60 -16.42 31.58 15.20
H61 -15.49 30.05 15.64
H62 -14.72 31.54 15.83
H63 -15.79 30.90 19.96
H64 -16.02 29.40 19.40
C25 -13.95 10.97 9.78
C26 -14.58 12.38 9.52
C27 -14.26 12.88 8.08
O7 -15.03 14.02 7.63
C28 -14.92 15.01 8.63
N9 -16.02 12.36 9.73
H65 -12.87 10.98 9.64
H66 -14.20 10.29 8.97
H67 -14.27 10.47 10.70
H68 -14.14 13.04 10.27
H69 -14.52 12.17 7.30
H70 -13.20 13.05 7.86
H71 -13.90 15.39 8.68
H72 -15.40 14.85 9.60
H73 -15.52 15.79 8.16
H74 -16.39 12.75 8.87
H75 -16.32 11.40 9.63
C29 -9.52 14.75 14.83
C30 -8.25 13.92 15.20
C31 -7.95 13.79 16.73
O8 -8.86 13.02 17.51
C32 -8.38 12.35 18.67
N10 -8.49 12.62 14.54
H76 -9.48 15.79 15.15
H77 -10.48 14.34 15.15
H78 -9.67 14.92 13.76
H79 -7.38 14.42 14.79
H80 -7.90 14.80 17.12
H81 -6.97 13.35 16.88
H82 -7.56 11.68 18.39
H83 -9.02 11.91 19.44
H84 -7.84 13.03 19.33
H85 -8.36 11.85 15.19
H86 -9.50 12.58 14.54
C33 -15.08 29.61 6.14
C34 -16.05 29.99 5.04
C35 -15.50 29.93 3.61
O9 -16.39 30.71 2.74
C36 -16.00 31.17 1.52
N11 -17.31 29.32 5.16
H87 -15.40 29.95 7.13
H88 -14.08 30.04 6.12
H89 -15.14 28.53 6.27
H90 -16.30 31.03 5.25
H91 -15.43 28.92 3.22
H92 -14.47 30.28 3.50
H93 -14.98 31.52 1.65
H94 -16.57 32.02 1.13
H95 -16.02 30.25 0.94
H96 -18.04 29.85 4.71
H97 -17.31 28.42 4.70
C37 -6.93 22.44 19.01
C38 -7.24 23.05 20.46
C39 -8.59 23.89 20.51
O10 -8.38 25.07 19.73
C40 -9.61 25.82 19.66
N12 -7.21 21.95 21.44
H98 -5.94 22.01 18.86
H99 -7.04 23.26 18.30
H100 -7.69 21.69 18.81
H101 -6.41 23.76 20.50
H102 -8.77 24.36 21.48
H103 -9.44 23.34 20.11
H104 -10.39 25.74 20.41
H105 -10.06 25.62 18.69
H106 -9.27 26.85 19.72
H107 -7.50 22.24 22.36
H108 -6.28 21.67 21.73

=====

(3)
C5H11N2S | ωB97M-V/def2-TZVPD

Output
net charge	+1
HOMO level (alpha / beta)	-12.3 / -12.3	eV
E_tot	-704.49813	a.u.
strongest force on any atom	1.29	eV/Å
gap between HOMO and LUMO (alpha / beta)	7.7 / 7.7	eV
energy above the lowest of the compared OMol25 structures with the same formula, charge and spin	58.0	kcal per mole

Element x y z (Å)
C1 -0.29 -0.97 -1.16
C2 -0.88 0.23 2.77
C3 0.14 0.89 3.29
C4 0.22 -0.47 -3.42
C5 0.90 1.05 -1.55
N1 -0.87 -1.14 2.52
N2 0.24 -0.17 -2.00
S1 -0.83 -1.68 0.09
H1 -1.78 0.72 2.44
H2 -0.09 -1.64 2.94
H3 1.04 0.39 3.62
H4 0.11 1.96 3.44
H5 -0.38 0.27 -3.95
H6 1.24 -0.44 -3.82
H7 -0.20 -1.46 -3.59
H8 0.24 1.61 -0.89
H9 1.81 0.80 -1.01
H10 1.15 1.66 -2.41
H11 -1.75 -1.60 2.69

=====

(4)
C39H35F5N6O6PS2SeV | ωB97M-V/def2-TZVPD

Output
2S+1	3
net charge	0
HOMO level (alpha / beta)	-5.7 / -5.8	eV
E_tot	-7269.64446	a.u.
strongest force on any atom	3.20	eV/Å
gap between HOMO and LUMO (alpha / beta)	5.2 / 5.7	eV
energy above the lowest of the compared OMol25 structures with the same formula, charge and spin	56.0	kcal per mole
⟨S²⟩	2.016

Element x y z (Å)
V1 0.19 0.10 -0.37
N1 -1.37 5.76 5.01
C1 -1.01 4.60 4.36
C2 -0.96 3.38 5.04
C3 -0.70 2.21 4.36
C4 -0.48 2.25 3.00
C5 -0.50 3.45 2.30
C6 -0.77 4.63 2.98
S1 -0.39 0.83 1.98
O1 0.89 0.90 1.18
O2 -0.56 -0.44 2.62
N2 -1.40 1.04 0.74
C7 -2.73 0.99 1.09
N3 -3.64 0.92 0.11
C8 -4.92 0.95 0.47
C9 -5.33 1.06 1.79
C10 -4.31 1.10 2.73
N4 -3.03 1.05 2.40
H1 -1.33 5.75 6.02
H2 -1.14 6.63 4.58
H3 -1.14 3.36 6.11
H4 -0.66 1.26 4.87
H5 -0.33 3.45 1.24
H6 -0.80 5.57 2.45
H7 -5.63 0.89 -0.34
H8 -6.37 1.11 2.06
H9 -4.51 1.16 3.80
O3 0.37 0.73 -2.37
S2 0.71 -0.60 -2.91
O4 -0.08 -1.03 -4.03
O5 0.79 -1.57 -1.79
C11 2.41 -0.40 -3.38
C12 2.84 -0.35 -4.69
C13 4.18 -0.09 -4.94
C14 5.05 0.13 -3.88
C15 4.60 0.09 -2.56
C16 3.26 -0.19 -2.30
P1 2.55 -0.23 -0.60
C17 3.72 0.85 0.27
C18 4.81 0.35 0.99
C19 5.71 1.23 1.57
C20 5.52 2.60 1.46
C21 4.42 3.10 0.76
C22 3.52 2.22 0.17
C23 2.94 -1.90 0.00
C24 3.85 -2.76 -0.62
C25 4.03 -4.04 -0.13
C26 3.31 -4.47 0.98
C27 2.41 -3.62 1.61
C28 2.22 -2.34 1.11
H10 2.13 -0.51 -5.49
H11 4.55 -0.04 -5.95
H12 6.09 0.35 -4.07
H13 5.28 0.28 -1.75
H14 4.94 -0.72 1.09
H15 6.56 0.85 2.12
H16 6.22 3.28 1.91
H17 4.27 4.17 0.69
H18 2.65 2.59 -0.36
H19 4.41 -2.43 -1.48
H20 4.72 -4.71 -0.62
H21 3.45 -5.48 1.36
H22 1.86 -3.94 2.48
H23 1.52 -1.67 1.59
F1 7.37 2.41 5.34
C29 6.18 1.87 5.03
C30 6.05 0.50 4.88
F2 7.13 -0.28 5.00
C31 4.82 -0.04 4.56
F3 4.75 -1.37 4.39
C32 3.67 0.74 4.40
Se1 2.00 -0.02 3.98
C33 3.84 2.11 4.55
F4 2.79 2.93 4.39
C34 5.07 2.68 4.86
F5 5.19 4.01 4.99
C35 -3.09 0.10 -3.05
N5 -3.12 -1.27 -2.52
C36 -3.21 -2.27 -3.59
C37 -2.26 -1.50 -1.48
O6 -1.41 -0.63 -1.15
N6 -2.39 -2.64 -0.78
C38 -3.61 -3.43 -0.78
C39 -1.43 -2.91 0.29
H24 -3.95 0.22 -3.71
H25 -2.17 0.30 -3.60
H26 -3.17 0.79 -2.21
H27 -2.41 -2.10 -4.32
H28 -4.18 -2.17 -4.08
H29 -3.10 -3.27 -3.19
H30 -4.39 -2.90 -1.32
H31 -3.94 -3.58 0.25
H32 -3.45 -4.41 -1.23
H33 -0.42 -2.76 -0.08
H34 -1.54 -3.95 0.59
H35 -1.60 -2.27 1.16